{
  "formula": "C2H2FO2V",
  "method": "wB97M-V/def2-TZVPD",
  "mol_weight_g_mol": 127.978,
  "multiplicity": 5,
  "orbital_gap_ev": [6.767, 9.359],
  "e_tot_ev": -34601.939,
  "de_lowest_kcal_mol": 98.6,
  "e_lumo_ev": [0.08, 0.01],
  "species": ["H", "O", "C", "C", "O", "F", "H", "V"],
  "xyz": [[-0.962, -1.079, 0.243], [-0.209, 0.676, -1.395], [-0.063, -0.364, -0.726], [-0.001, -0.266, 0.785], [-0.158, 0.941, 1.236], [0.800, -1.310, -1.204], [0.779, -0.913, 1.233], [-0.186, 2.315, -0.173]]
}


{
  "formula": "C2H2FO3Rh",
  "method": "wB97M-V/def2-TZVPD",
  "mol_weight_g_mol": 195.939,
  "multiplicity": 6,
  "orbital_gap_ev": [7.179, 6.549],
  "charge": 3,
  "e_tot_ev": -13925.479,
  "e_lumo_ev": [-15.91, -20.56],
  "species": ["H", "O", "Rh", "O", "C", "O", "C", "F", "H"],
  "xyz": [[1.625, -0.355, 0.204], [1.134, -0.795, -0.508], [-1.355, -3.097, -1.625], [-0.896, -1.433, -1.084], [-0.145, -0.761, -0.397], [-0.758, 0.647, 0.375], [-0.148, 1.584, 1.014], [-0.265, 2.792, 0.494], [0.808, 1.419, 1.526]]
}